Entry 1:
Entry from the Open Molecules 2025 dataset: C27H36F6O3P as an isolated structure (wB97M-V/def2-TZVPD).

Orbital gap (eV): 8.161
LUMO energy (eV): -3.59
Charge: +1
Relative energy (zero: lowest compared OMol25 entry of this formula, charge and spin) (kJ/mol): 88.7
F_max (eV/Å): 5.3
E_HOMO (eV): -11.75

Geometry as XYZ:
```
73
Properties=species:S:1:pos:R:3:forces:R:3
C 6.13245 -0.62717 3.82886 -0.2 0.3 -0.2
C 5.06877 0.47337 3.56101 0.4 -0.1 0.3
C 3.97523 0.02692 2.58159 0.7 -0.3 0.3
C 3.01481 1.14444 2.30639 -0.9 -1.0 -0.5
O 1.88620 0.55381 1.43623 1.7 1.4 4.1
P 0.32945 0.37716 1.61006 0.5 -0.9 -1.7
O -0.64084 1.54671 1.87823 0.1 0.8 1.9
C -1.71914 2.34696 2.72739 0.4 -0.5 -0.1
C -2.99554 1.53681 2.89895 0.7 -0.7 -0.4
C -4.14649 2.35899 3.47773 0.2 -0.2 -0.6
C -3.92953 2.82966 4.88700 -0.1 0.2 0.3
O -0.40684 -1.02667 2.00078 1.7 1.6 1.5
C -0.50337 -1.93070 3.19882 0.4 0.9 -0.4
C -1.30440 -3.11694 2.72139 0.3 0.6 -0.6
C -1.57323 -4.08204 3.83238 0.0 -0.2 0.4
C -2.44460 -5.23388 3.37204 -0.2 -0.2 0.0
H 6.94156 -0.21827 4.46705 -0.4 -0.3 -0.4
H 5.67280 -1.49251 4.34489 0.3 0.4 -0.3
H 6.56769 -0.97143 2.86791 -0.2 0.1 0.6
H 4.60434 0.75877 4.52430 0.2 0.0 -0.4
H 5.57111 1.37084 3.15855 -0.2 -0.3 0.2
H 4.45354 -0.31890 1.65608 -0.2 0.1 0.1
H 3.46215 -0.83937 3.02210 -0.1 0.2 -0.2
H 2.58551 1.53587 3.22530 -0.1 0.1 0.0
H 3.43716 1.94326 1.69258 -0.2 -0.1 0.1
H -1.22367 2.57262 3.67258 0.0 -0.1 -0.2
H -1.88500 3.27777 2.15771 0.4 -0.6 0.0
H -3.29573 1.12941 1.92142 0.1 0.2 0.2
H -2.77265 0.67897 3.55264 -0.1 0.2 -0.1
H -4.31222 3.20280 2.81253 -0.2 0.2 -0.1
H -5.03556 1.73626 3.41200 -0.1 0.0 0.0
H -4.82924 3.30618 5.25616 -0.1 0.2 0.1
H -3.70121 2.01161 5.55886 0.1 -0.3 0.1
H -3.12687 3.55415 4.95505 0.2 0.2 0.1
H 0.51933 -2.17806 3.50666 -0.2 -0.1 -0.1
H -0.99960 -1.37340 4.00775 0.1 -0.2 -0.3
H -2.23331 -2.74179 2.28696 -0.1 0.0 0.1
H -0.75601 -3.59603 1.90630 0.0 -0.1 0.1
H -0.61828 -4.45491 4.20426 0.0 -0.1 0.1
H -2.04698 -3.54550 4.65653 -0.1 -0.1 0.1
H -2.64235 -5.92546 4.18974 0.0 0.0 0.0
H -3.40813 -4.87446 2.99574 0.1 0.0 0.1
H -1.96297 -5.79392 2.56745 0.0 0.0 0.0
F 1.18026 4.98909 -4.35634 -1.2 -0.2 0.3
C -0.06628 4.68801 -3.87538 -0.1 0.4 -0.6
F -0.54747 5.79833 -3.24246 0.4 -0.9 -0.7
F -0.87853 4.43414 -4.95209 0.8 0.5 0.9
C -0.02557 3.49676 -2.96280 0.1 0.0 0.0
C -0.55322 3.57432 -1.69361 -0.1 0.0 0.2
C -0.46743 2.48183 -0.83922 -0.4 0.5 0.6
C 0.14261 1.27334 -1.14457 0.5 1.2 -1.3
C 0.28257 0.19351 -0.10043 -4.8 -1.4 -1.5
C 0.72405 -1.11804 -0.68417 2.0 -0.2 -0.5
C 1.94223 -1.17986 -1.41708 0.4 -0.5 0.0
C 2.42120 -2.40893 -1.93428 0.0 1.0 0.4
C 1.73774 -3.57510 -1.64366 0.1 -0.2 -0.1
C 2.24790 -4.89752 -2.15378 0.2 -1.1 -0.7
F 2.15368 -5.89392 -1.22650 0.0 0.8 -0.5
F 1.50077 -5.29508 -3.23196 0.6 0.2 0.8
F 3.54933 -4.87803 -2.56578 -1.1 0.2 0.4
C 0.53957 -3.53035 -0.94313 0.7 0.4 -0.3
C 0.05079 -2.30940 -0.51302 -0.7 -0.4 0.4
C 0.58191 1.18915 -2.50670 0.2 -0.1 -0.3
C 0.52365 2.29306 -3.38582 0.0 -0.5 0.4
H -1.02197 4.49515 -1.35340 0.1 -0.3 0.0
H -0.93055 2.59872 0.12775 0.1 0.1 -0.1
H -0.79100 0.06219 0.41616 -0.6 -0.7 -3.8
H 2.57706 -0.29681 -1.60778 -0.6 -0.5 0.3
H 3.35068 -2.45851 -2.52137 -0.5 0.2 0.4
H 0.03428 -4.44715 -0.72746 -0.4 -0.3 0.1
H -0.88101 -2.29870 0.02923 -0.2 0.0 0.0
H 0.97760 0.26903 -2.96768 -0.3 0.6 0.6
H 0.91848 2.22291 -4.40846 -0.2 -0.2 0.5
```
Positions in Å, forces in eV/Å.

Results of the Mulliken charge analysis, in e, for atoms 1 through 6: atom 1 (C): -1.215, atom 2 (C): -0.485, atom 3 (C): -0.194, atom 4 (C): -0.749, atom 5 (O): -0.129, atom 6 (P): -0.439

***

Entry 2:
Entry from the Open Molecules 2025 dataset: C12H4Cl5N2PdS5SbSe as an isolated structure (wB97M-V/def2-TZVPD).

Orbital gap (spin up / spin down) (eV): 5.735 / 5.955
LUMO energy (spin up / spin down) (eV): 3.78 / 3.25
Charge: -2
Relative energy (zero: lowest compared OMol25 entry of this formula, charge and spin) (kJ/mol): 0.0
F_max (eV/Å): 0.1
E_HOMO (spin up / spin down) (eV): -1.95 / -2.70
Spin multiplicity: 5

Geometry as XYZ:
```
31
Properties=species:S:1:pos:R:3:forces:R:3
Pd -0.76737 -1.68174 0.06445 0.0 0.0 0.1
Cl -0.04965 -2.19264 3.13275 0.0 0.0 0.0
C 1.31240 -1.63697 2.20627 0.0 0.0 0.0
C 1.14984 -1.40680 0.83955 0.0 0.0 -0.1
C 2.30889 -1.05399 0.15064 0.0 0.0 0.0
Cl 2.24883 -0.84557 -1.56805 0.0 0.0 0.0
C 3.54035 -0.87403 0.78260 0.0 0.0 0.0
Cl 4.94372 -0.40834 -0.11656 0.0 0.0 0.0
C 3.64693 -1.07369 2.15321 0.0 0.0 0.0
Cl 5.16277 -0.84822 2.95634 0.0 0.0 0.0
C 2.52450 -1.47097 2.87046 0.0 0.0 0.0
Cl 2.65942 -1.75595 4.57268 0.0 0.0 0.0
S -4.56908 -0.76047 -4.01308 0.0 0.0 0.0
Sb -3.22209 -0.07735 -2.24220 0.0 0.0 0.0
S -1.00017 -0.89757 -2.42538 0.0 0.1 0.0
S -3.06550 -1.89569 -0.06408 0.0 0.0 0.0
S -3.44561 2.01335 -3.33639 0.0 0.0 0.0
Se -1.72308 0.30687 1.18445 0.0 0.0 0.0
C -1.20315 1.85579 0.20174 0.0 0.0 0.0
C -0.03071 1.93021 -0.54046 0.0 0.0 0.0
C 0.30023 3.13298 -1.14370 0.0 0.0 0.0
N -0.43209 4.24387 -1.06392 0.0 0.0 0.0
C -1.56643 4.15051 -0.37163 0.0 0.0 0.0
C -1.99391 3.00030 0.26860 0.0 0.0 0.0
H 0.60205 1.06426 -0.66414 0.0 0.0 0.0
H 1.21228 3.20225 -1.72822 0.0 0.0 0.0
H -2.17697 5.04764 -0.33106 0.0 0.0 0.0
H -2.93635 2.99055 0.80092 0.0 0.0 0.0
S 0.03666 -3.82628 -0.47664 0.0 0.0 0.0
C -1.30216 -4.75969 -0.90077 0.0 0.0 -0.1
N -2.16454 -5.47264 -1.19841 0.0 0.0 0.0
```
Positions in Å, forces in eV/Å.

Results of the Mulliken charge analysis, in e, for atoms 1 through 6: atom 1 (Pd): 0.215, atom 2 (Cl): -0.196, atom 3 (C): 1.382, atom 4 (C): -2.132, atom 5 (C): 1.293, atom 6 (Cl): -0.165

***

Entry 3:
Entry from the Open Molecules 2025 dataset: C63H61Br2Ge2HgN2OS4 as an isolated structure (wB97M-V/def2-TZVPD).

Orbital gap (spin up / spin down) (eV): 5.170 / 6.290
LUMO energy (spin up / spin down) (eV): 3.72 / 3.72
Charge: -2
Relative energy (zero: lowest compared OMol25 entry of this formula, charge and spin) (kJ/mol): 0.0
F_max (eV/Å): 0.4
E_HOMO (spin up / spin down) (eV): -1.45 / -2.57
Spin multiplicity: 2

Geometry as XYZ:
```
136
Properties=species:S:1:pos:R:3:forces:R:3
Hg -0.44430 0.41011 -0.44962 -0.1 -0.3 0.0
Br 2.17359 5.21721 -1.49495 0.0 0.0 0.1
C 3.03399 3.69555 -0.74142 -0.1 0.1 0.1
C 4.42218 3.64808 -0.74389 0.1 -0.2 0.1
C 5.07874 2.56234 -0.22314 0.1 0.1 -0.1
Br 6.99327 2.54772 -0.26823 -0.1 0.0 0.0
C 4.36616 1.47791 0.33422 -0.1 0.0 0.0
C 4.95951 0.31854 0.88028 0.0 0.0 0.0
C 4.17178 -0.67803 1.38146 0.0 -0.1 0.0
C 2.77502 -0.52807 1.35005 0.0 0.2 0.0
N 2.19376 0.54322 0.86594 0.0 -0.1 0.0
C 2.94522 1.53793 0.35166 0.0 0.0 0.0
C 2.19811 2.67486 -0.21945 0.1 0.0 -0.1
O 0.94968 2.70420 -0.24549 -0.2 0.1 0.0
H 4.98818 4.46572 -1.16934 0.0 0.0 0.0
H 6.03769 0.22391 0.88210 0.0 0.0 0.0
H 4.60827 -1.58090 1.78995 0.0 0.0 0.0
H 2.12229 -1.30854 1.72394 0.0 -0.1 0.0
C -6.60275 -6.93837 -3.93860 0.0 0.1 0.0
C -6.28986 -5.46584 -3.86733 0.0 0.0 0.0
C -6.61205 -4.71844 -2.74438 0.0 0.0 0.0
C -6.36630 -3.35144 -2.68191 0.0 0.0 0.0
C -6.73985 -2.58572 -1.43915 0.1 0.0 0.0
C -5.76641 -2.71715 -3.77647 0.0 0.0 0.1
C -5.41213 -3.45791 -4.90612 0.0 0.0 0.0
C -4.73099 -2.82138 -6.09155 0.0 0.0 0.0
C -5.68792 -4.81905 -4.93731 0.0 0.0 0.0
C -5.64685 -1.22812 -3.77936 -0.1 0.1 -0.1
C -6.59257 -0.57500 -4.57329 0.1 0.0 0.0
C -6.65126 0.80586 -4.61945 0.0 0.0 0.0
C -5.79196 1.53686 -3.81985 0.0 0.0 -0.1
C -4.85380 0.90865 -3.00264 0.0 0.1 0.0
C -4.73525 -0.49047 -3.00815 0.0 -0.4 0.1
Ge -3.25239 -1.30517 -1.93464 0.0 -0.1 0.0
S -3.27317 -0.64363 0.09824 0.3 -0.1 0.0
S -1.38118 -0.88597 -3.14978 -0.1 0.0 0.2
Ge -0.70922 -2.84919 -2.21650 -0.1 0.0 -0.1
S 0.31007 -2.52824 -0.36797 -0.1 0.2 0.1
S -2.88796 -3.55190 -2.10120 0.0 0.1 -0.1
C 0.40670 -3.92803 -3.49222 -0.1 0.0 0.1
C 0.35204 -5.32955 -3.51586 0.1 0.0 0.0
C 1.18170 -6.05237 -4.37146 0.0 0.0 0.0
C 2.08557 -5.40632 -5.19762 0.0 0.0 0.0
C 2.17615 -4.02557 -5.14948 0.0 0.0 0.0
C 1.35532 -3.28505 -4.30253 0.0 0.1 0.0
C 1.54946 -1.80362 -4.24884 0.1 0.0 0.0
C 2.41658 -1.25969 -3.29576 0.0 -0.1 0.0
C 3.22531 -2.14226 -2.38241 0.0 0.1 0.0
C 2.52158 0.12578 -3.19610 0.0 0.0 0.1
C 1.81801 0.97105 -4.03886 0.0 0.1 -0.1
C 1.89372 2.46633 -3.87723 0.0 -0.1 0.0
C 1.03579 0.40495 -5.04171 0.0 0.0 0.0
C 0.88873 -0.96907 -5.15913 0.2 0.0 -0.1
C 0.00360 -1.55608 -6.22632 0.0 0.0 0.1
C -0.52987 -6.10682 -2.59616 0.0 0.0 0.0
C -1.76908 -6.57050 -3.03328 0.0 0.0 0.0
C -2.26814 -6.28889 -4.42486 -0.1 0.0 0.0
C -2.57703 -7.28294 -2.15113 0.0 0.0 0.0
C -2.17340 -7.54849 -0.85447 0.0 0.0 0.0
C -3.07683 -8.26988 0.11091 0.0 0.1 0.0
C -0.91343 -7.12018 -0.45204 0.0 0.0 0.0
C -0.07683 -6.41288 -1.30352 0.0 0.0 0.0
C 1.28308 -5.97849 -0.82680 -0.1 0.0 0.0
C -4.10884 1.80832 -2.06426 -0.1 0.1 0.0
C -2.90554 2.42871 -2.40128 0.0 -0.1 -0.1
C -2.23823 2.22136 -3.73744 0.0 0.0 0.0
C -2.31106 3.29718 -1.48853 0.0 0.1 0.0
C -2.90159 3.59561 -0.26933 0.0 0.0 0.0
C -2.25341 4.54858 0.69748 0.1 0.0 -0.1
C -4.11994 2.99881 0.02802 0.0 0.0 -0.1
C -4.73258 2.11414 -0.84500 -0.1 0.1 0.0
C -6.04025 1.47794 -0.45398 0.1 0.0 0.0
H -6.76921 -7.35049 -2.94298 0.0 0.0 0.0
H -5.78625 -7.48891 -4.40829 0.0 0.0 0.0
H -7.50446 -7.11552 -4.53118 0.0 0.0 0.0
H -7.06737 -5.20838 -1.88920 0.0 0.0 0.0
H -7.50448 -3.12311 -0.87670 0.0 0.0 0.0
H -7.10819 -1.58746 -1.67546 0.0 0.0 0.0
H -5.86976 -2.46136 -0.78570 0.0 0.0 0.0
H -4.32967 -1.84041 -5.84554 0.0 0.0 0.0
H -5.42839 -2.70354 -6.92586 0.0 0.0 0.0
H -3.90685 -3.45158 -6.43110 0.0 0.0 0.0
H -5.41114 -5.39091 -5.81863 0.0 0.0 0.0
H -7.28705 -1.17350 -5.15304 0.0 0.0 0.0
H -7.38115 1.30596 -5.24587 0.0 0.0 0.0
H -5.84781 2.61970 -3.80235 0.0 0.0 0.0
H 1.11196 -7.13480 -4.37096 0.0 0.0 0.0
H 2.72872 -5.97559 -5.85887 0.0 0.0 0.0
H 2.90330 -3.50048 -5.75951 0.0 0.0 0.0
H 3.57252 -3.03747 -2.89935 0.0 0.0 0.0
H 2.61050 -2.46164 -1.53498 0.0 0.0 0.0
H 4.08864 -1.59850 -1.99688 0.0 0.0 0.0
H 3.16837 0.54820 -2.43263 0.0 0.0 0.0
H 2.54126 2.74040 -3.04462 0.0 0.0 -0.1
H 0.90271 2.87790 -3.67583 0.0 0.0 0.0
H 2.27391 2.94312 -4.78434 0.0 0.0 0.0
H 0.49718 1.05287 -5.72720 0.0 0.0 0.0
H -0.34299 -0.77947 -6.90891 0.0 0.0 0.0
H -0.87259 -2.02409 -5.77024 0.0 0.0 0.0
H 0.52827 -2.32296 -6.79993 0.0 0.0 0.0
H -1.48936 -5.87070 -5.05867 0.0 0.0 0.0
H -3.08331 -5.56710 -4.37326 -0.1 0.1 0.0
H -2.64404 -7.20338 -4.89146 0.0 0.0 0.0
H -3.55500 -7.61183 -2.48632 -0.1 0.0 0.0
H -3.93888 -8.69730 -0.40212 0.0 0.0 0.0
H -3.44559 -7.57889 0.87206 0.0 0.0 0.0
H -2.54494 -9.07400 0.62353 0.0 0.0 0.0
H -0.57534 -7.32948 0.55826 0.0 0.0 0.0
H 1.59935 -6.58554 0.02270 0.0 0.0 0.0
H 1.24964 -4.93286 -0.50770 0.0 0.0 0.0
H 2.02996 -6.05667 -1.61776 0.0 0.0 0.0
H -2.80609 1.54460 -4.37502 0.0 0.0 0.0
H -1.24305 1.79245 -3.60502 0.0 0.0 0.0
H -2.12780 3.17782 -4.25522 0.0 0.0 0.0
H -1.37152 3.77542 -1.74898 0.1 -0.1 0.0
H -2.06976 5.51840 0.22872 0.0 0.0 0.0
H -1.28816 4.15946 1.02476 0.0 0.0 0.0
H -2.88309 4.70060 1.57454 0.0 0.0 0.0
H -4.60111 3.21954 0.97624 0.0 0.0 -0.1
H -6.48809 2.01221 0.38543 0.0 0.0 0.0
H -5.85527 0.44502 -0.14346 0.0 0.0 0.0
H -6.75037 1.46072 -1.28120 0.0 0.0 0.0
N -0.58070 0.15201 3.07135 -0.1 -0.1 0.0
C -1.32132 1.22978 3.52926 0.0 0.0 0.1
C -0.87808 1.97037 4.63094 0.1 0.1 0.0
C -1.64457 3.00273 5.14572 0.0 0.0 0.0
C -2.87002 3.32650 4.57853 0.0 0.0 0.0
C -3.31083 2.59658 3.48033 0.0 -0.1 0.1
C -2.55533 1.56090 2.95895 0.0 0.0 0.0
H 0.42069 0.26099 3.09146 0.0 0.1 -0.1
H -0.90473 -0.28536 2.21811 0.0 0.0 0.0
H 0.08019 1.72816 5.07730 0.0 0.0 0.0
H -1.28311 3.55658 6.00494 0.0 0.0 0.0
H -3.46040 4.14505 4.97156 0.0 0.0 0.0
H -4.26140 2.83275 3.01607 0.0 0.0 0.1
H -2.90571 1.00814 2.09543 0.0 0.0 0.0
```
Positions in Å, forces in eV/Å.

Results of the Mulliken charge analysis, in e, for atoms 1 through 6: atom 1 (Hg): 1.691, atom 2 (Br): -0.208, atom 3 (C): -0.490, atom 4 (C): -0.326, atom 5 (C): -0.042, atom 6 (Br): -0.322